one) The following is a DFT calculation (ωB97M-V/def2-TZVPD) of 3 unconnected molecules or ions with the total composition C3H10NO.

```
! wB97M-V def2-TZVPD RIJCOSX def2/J DEFGRID3
* xyz 1 1
C 0.181 0.988 2.153
C -0.710 0.410 1.080
C -0.234 -0.239 -0.022
N -1.006 -0.859 -1.017
H 1.255 0.754 2.017
H -0.049 0.550 3.215
H 0.059 2.077 2.250
H -1.832 0.489 1.207
H 0.775 -0.476 -0.117
H -1.950 -0.480 -1.088
H -1.121 -1.880 -0.849
H 0.235 1.120 -1.147
H 2.099 -0.956 -2.996
H 0.684 -0.834 -2.468
O 1.614 -0.665 -2.218
*
```

Calculated values
- Highest occupied orbital energy: -0.5425 hartree
- LUMO: -7.54 eV

Löwdin atomic charge list, values in e, 2 entries: -0.048 0.016

two) The following is a DFT calculation (ωB97M-V/def2-TZVPD) of 2 unconnected molecules or ions with the total composition C3H10NO.

```
! wB97M-V def2-TZVPD RIJCOSX def2/J DEFGRID3
* xyz 1 1
C -1.595 0.187 -2.170
O -1.255 0.491 -0.800
H -1.164 -0.786 -2.404
H -2.667 0.144 -2.302
H -1.104 0.896 -2.824
H -2.044 0.870 -0.399
C 0.985 -1.255 1.561
C 1.373 1.068 1.062
N 0.848 -0.041 0.748
H 0.825 -1.023 2.612
H 2.009 -1.623 1.484
H 0.362 -2.044 1.146
H 2.100 1.114 1.864
H 1.202 1.928 0.431
H 0.124 0.073 -0.010
*
```

Calculated values
- Highest occupied orbital energy: -0.5556 hartree
- LUMO: -4.71 eV

Löwdin atomic charge list, values in e, 2 entries: -0.075 -0.148

The structure with the least stability is one).

one) The following is a DFT calculation (ωB97M-V/def2-TZVPD) of a gas-phase ion, C3H10NO (charge +1).

```
! wB97M-V def2-TZVPD RIJCOSX def2/J DEFGRID3
* xyz 1 1
C 1.679 0.525 -0.773
N 0.357 1.148 -0.411
C -0.329 0.637 0.807
C -0.719 -0.886 0.818
O -1.025 -1.456 -0.366
H 2.069 -0.051 0.004
H 2.451 1.306 -1.124
H 1.370 -0.100 -1.610
H 0.445 2.119 -0.382
H -0.304 0.961 -1.179
H 0.307 0.775 1.663
H -1.292 1.304 1.062
H -1.443 -1.013 1.730
H 0.210 -1.425 1.166
H -1.901 -1.912 -0.629
*
```

Calculated values
- Highest occupied orbital energy: -0.5427 hartree
- LUMO: -3.42 eV
- SMILES: C[NH2+]CCO

Löwdin atomic charge list, values in e, 2 entries: 0.035 0.010

two) The following is a DFT calculation (ωB97M-V/def2-TZVPD) of 2 unconnected molecules or ions with the total composition C3H10NO.

```
! wB97M-V def2-TZVPD RIJCOSX def2/J DEFGRID3
* xyz 1 1
C 0.216 -0.362 -2.726
O 0.087 0.445 -1.507
H 1.183 -0.110 -3.161
H -0.581 -0.097 -3.411
H 0.243 -1.416 -2.466
H 0.560 1.261 -1.736
C 0.298 0.342 1.814
C -0.576 0.837 2.640
N -0.159 -0.718 0.846
H 1.369 0.423 1.794
H -0.285 1.535 3.408
H -1.647 0.742 2.514
H -1.137 -0.947 1.047
H 0.361 -1.560 1.084
H 0.067 -0.375 -0.139
*
```

Calculated values
- Highest occupied orbital energy: -0.5625 hartree
- LUMO: -3.24 eV

Löwdin atomic charge list, values in e, 2 entries: -0.062 -0.157

The structure with the least stability is one).

one) The following is a DFT calculation (ωB97M-V/def2-TZVPD) of a gas-phase ion, C3H10NO (charge +1).

```
! wB97M-V def2-TZVPD RIJCOSX def2/J DEFGRID3
* xyz 1 1
C 0.015 -0.363 -2.091
N 0.156 0.392 -0.824
C 0.283 -0.485 0.430
C 0.085 0.493 1.644
O -1.143 0.335 2.158
H 0.925 -0.877 -2.346
H -0.298 0.330 -2.937
H -0.826 -1.121 -2.007
H 0.960 0.986 -1.046
H -0.740 0.971 -0.606
H -0.416 -1.366 0.316
H 1.304 -1.000 0.503
H 0.051 1.533 1.265
H 0.793 0.350 2.458
H -1.150 -0.179 3.084
*
```

Calculated values
- Highest occupied orbital energy: -0.5393 hartree
- LUMO: -3.45 eV
- SMILES: C[NH2+]CCO

Löwdin atomic charge list, values in e, 2 entries: -0.031 -0.031

two) The following is a DFT calculation (ωB97M-V/def2-TZVPD) of 2 unconnected molecules or ions with the total composition C3H10NO.

```
! wB97M-V def2-TZVPD RIJCOSX def2/J DEFGRID3
* xyz 1 1
C 2.397 -0.098 0.469
H 2.218 0.813 -0.247
H 3.443 -0.053 0.816
H 2.232 -1.046 -0.083
H 1.649 0.000 1.299
O -3.020 0.778 -0.148
C -2.400 -0.117 0.441
C -0.978 -0.444 0.078
N -0.488 0.487 -0.964
H -2.789 -0.629 1.343
H -0.320 -0.354 0.970
H -0.875 -1.455 -0.297
H -0.584 0.075 -1.885
H -0.990 1.368 -0.936
H 0.505 0.675 -0.857
*
```

Calculated values
- Highest occupied orbital energy: -0.5643 hartree
- LUMO: -3.87 eV

Löwdin atomic charge list, values in e, 2 entries: -0.049 0.050

The structure with the least stability is one).

one) The following is a DFT calculation (ωB97M-V/def2-TZVPD) of 2 unconnected molecules or ions with the total composition C3H10NO.

```
! wB97M-V def2-TZVPD RIJCOSX def2/J DEFGRID3
* xyz 1 1
C 1.388 -0.829 -2.397
N 1.794 -1.288 -1.238
H 1.996 0.108 -2.596
H 0.269 -0.634 -2.362
H 1.083 -1.389 -0.507
H 2.588 -0.883 -0.728
C -1.093 0.948 0.540
O -1.046 -0.220 -0.458
C -0.833 0.556 2.018
H -0.229 1.628 0.257
H -1.958 1.572 0.418
H -1.583 -0.939 -0.101
H -0.128 -0.307 2.015
H -0.458 1.398 2.605
H -1.791 0.277 2.534
*
```

Calculated values
- Highest occupied orbital energy: -0.5449 hartree
- LUMO: -6.87 eV

Löwdin atomic charge list, values in e, 2 entries: 0.178 0.168

two) The following is a DFT calculation (ωB97M-V/def2-TZVPD) of a gas-phase ion, C3H10NO (charge +1).

```
! wB97M-V def2-TZVPD RIJCOSX def2/J DEFGRID3
* xyz 1 1
C 1.332 -1.638 -0.346
N 0.813 -0.244 -0.372
C -0.395 -0.027 0.640
C -1.411 1.098 0.296
O -0.726 2.329 0.637
H 0.713 -2.229 -1.002
H 2.224 -1.540 -1.050
H 1.186 -2.131 0.714
H 0.540 0.024 -1.334
H 1.656 0.399 -0.198
H 0.021 0.141 1.570
H -0.834 -1.116 0.587
H -1.767 1.006 -0.857
H -2.375 0.929 0.689
H -0.977 2.998 0.027
*
```

Calculated values
- Highest occupied orbital energy: -0.5524 hartree
- LUMO: -3.50 eV
- SMILES: C[NH2+]CCO

Löwdin atomic charge list, values in e, 2 entries: -0.037 -0.027

The structure with the least stability is one).

one) The following is a DFT calculation (ωB97M-V/def2-TZVPD) of 3 unconnected molecules or ions with the total composition C3H10NO.

```
! wB97M-V def2-TZVPD RIJCOSX def2/J DEFGRID3
* xyz 1 1
C -1.153 -1.124 -1.684
C 0.124 -0.434 -1.147
C 0.408 0.779 -1.833
N 0.779 -1.108 -0.248
H -1.078 -1.346 -2.747
H -1.929 -0.358 -1.559
H -1.431 -1.990 -1.091
H 1.460 1.065 -1.935
H -0.258 1.138 -2.617
H 0.620 1.677 0.892
H 1.783 -0.891 -0.161
H 0.118 1.221 0.614
H -0.211 0.808 5.081
H 0.620 -0.135 4.225
O 0.149 0.697 4.211
*
```

Calculated values
- Highest occupied orbital energy: -0.5162 hartree
- LUMO: -9.24 eV

Löwdin atomic charge list, values in e, 2 entries: -0.017 -0.424

two) The following is a DFT calculation (ωB97M-V/def2-TZVPD) of 2 unconnected molecules or ions with the total composition C3H10NO.

```
! wB97M-V def2-TZVPD RIJCOSX def2/J DEFGRID3
* xyz 1 1
C -0.484 -1.122 -0.503
N -1.742 -1.764 -1.146
H 0.167 -1.979 -0.355
H -0.757 -0.701 0.457
H -0.153 -0.503 -1.325
H -1.499 -2.332 -1.954
H -2.170 -2.404 -0.475
H -2.532 -1.139 -1.335
C 1.095 2.127 1.724
C 1.593 1.292 0.833
O 1.088 1.253 -0.491
H 1.623 2.127 2.674
H 0.054 2.422 1.773
H 2.408 0.591 0.945
H 1.309 2.132 -0.823
*
```

Calculated values
- Highest occupied orbital energy: -0.4693 hartree
- LUMO: -3.96 eV

Löwdin atomic charge list, values in e, 2 entries: 0.023 0.143

The structure with the least stability is one).

one) The following is a DFT calculation (ωB97M-V/def2-TZVPD) of 2 unconnected molecules or ions with the total composition C3H10NO.

```
! wB97M-V def2-TZVPD RIJCOSX def2/J DEFGRID3
* xyz 1 1
C -4.220 -3.248 -3.813
N -2.934 -3.252 -2.959
H -5.088 -3.742 -3.375
H -4.521 -2.195 -3.762
H -3.952 -3.666 -4.776
H -3.183 -3.270 -1.951
H -2.286 -2.456 -3.043
H -2.593 -4.206 -3.114
O 3.066 1.640 1.862
C 2.634 2.704 2.229
C 2.772 3.177 3.640
H 1.956 3.275 1.586
H 2.359 4.170 3.787
H 3.774 3.343 4.071
H 2.396 2.275 4.233
*
```

Calculated values
- Highest occupied orbital energy: -0.4200 hartree
- LUMO: -4.23 eV

Löwdin atomic charge list, values in e, 2 entries: 0.013 0.147

two) The following is a DFT calculation (ωB97M-V/def2-TZVPD) of 2 unconnected molecules or ions with the total composition C3H10NO.

```
! wB97M-V def2-TZVPD RIJCOSX def2/J DEFGRID3
* xyz 1 1
C 2.373 0.857 0.993
C 0.981 1.040 0.463
C 0.552 0.222 -0.483
N -0.810 0.338 -1.030
H 2.882 1.819 0.901
H 2.348 0.667 2.066
H 2.924 0.092 0.464
H 0.450 1.890 0.880
H 1.221 -0.527 -0.887
H -1.427 -0.354 -0.567
H -1.196 1.280 -0.939
H -0.861 0.128 -2.037
H -1.604 -2.437 0.418
H -3.023 -2.465 -0.181
O -2.335 -1.859 0.149
*
```

Calculated values
- Highest occupied orbital energy: -0.5373 hartree
- LUMO: -3.37 eV

Löwdin atomic charge list, values in e, 2 entries: -0.070 -0.108

The structure with the least stability is one).